1.
This record from the OMol25 dataset describes one molecule with the formula C16H15N5O2. The level of theory is the ωB97M-V functional and the def2-TZVPD basis.

Each line ends with the Mulliken charge.
Positions of all 38 atoms, in Å:
C -1.2838 -1.8970 0.9990  -0.50
H 0.3436 -3.7317 -1.2006  0.40
N 2.6032 -1.7310 -1.7355  0.86
C -1.2201 -3.0028 0.1173  -1.01
H 1.9957 -3.4920 -2.7487  0.28
C 1.9859 -2.3866 -2.9045  -0.91
C -0.1131 -1.1901 0.8707  -0.52
H -0.9511 2.3300 2.7816  0.46
N -3.9662 3.8040 -0.3657  0.93
H 1.2187 1.3532 0.4929  0.34
C 1.9344 -1.4120 -0.5200  0.04
C 2.7518 -0.5658 0.1370  0.83
H 2.4645 -2.0911 -3.8240  0.30
N 3.8249 -1.1132 -1.7936  -1.08
H -2.1103 -1.5987 1.6459  0.47
C -1.4089 2.1785 1.8038  -0.51
C -0.0022 -2.9827 -0.5119  -0.33
C -2.3672 3.0678 1.3545  -0.44
H -0.1048 0.0096 2.6472  0.48
C 2.5233 0.1021 1.5055  -0.75
C 3.9543 -0.4698 -0.6316  -0.98
H 0.9196 -2.0960 -2.9848  0.34
H 2.4530 -0.6019 2.3404  0.31
O -4.3488 3.7662 -1.5534  -0.59
O -4.4488 4.5702 0.4739  -0.59
N 0.6765 -1.8487 -0.0724  0.36
H -1.2404 0.2334 -0.9782  0.44
H 4.8112 0.1389 -0.3451  0.46
H -2.0168 -3.7355 -0.0603  0.43
N 1.2715 0.8566 1.3624  -0.36
C -1.0091 1.0951 1.0304  -0.49
C -2.4905 1.9235 -0.7555  -0.71
H -2.6789 3.8498 2.0379  0.44
H 3.3497 0.7778 1.7443  0.40
H -2.8819 1.8237 -1.7641  0.45
C -2.9464 2.9424 0.1068  -0.04
C -1.5334 0.9851 -0.2825  0.20
C 0.0411 0.1387 1.5808  0.61

Properties
E_HOMO	-0.3156	hartree
SMILES	Cn1ncc2c1-n1cccc1[C@H](c1ccc([N+](=O)[O-])cc1)NC2
total charge	0
relative energy (zero: lowest compared OMol25 entry of this formula, charge and spin)	317.3	kJ/mol
2S+1	1

---

2.
This record from the OMol25 dataset describes C16H15N5O3S3TeW as an isolated structure. The level of theory is the ωB97M-V functional and the def2-TZVPD basis.

Each line ends with the Mulliken charge.
Positions of all 44 atoms, in Å:
C 2.6104 1.1316 5.1185  -0.54
C 2.6985 1.7186 3.8257  -0.28
S -0.1315 0.0321 1.4527  -0.29
W 1.1941 1.5809 -0.2180  0.73
H -3.0989 -4.9945 1.2543  0.22
H 4.5766 1.9820 -1.9831  0.26
N 0.1870 0.3822 -1.7256  -0.33
H -2.3904 -1.6266 -2.8976  0.47
C 1.5711 2.4011 3.4714  -0.02
H -4.3456 -4.4978 0.2364  0.22
S 0.3986 2.3238 4.7233  -0.13
O 1.7159 -1.4599 -2.1414  -0.71
S 0.3737 -1.0794 -2.4733  1.23
C -1.3581 3.4061 -1.1891  0.14
C -2.4887 3.3532 -1.9658  -0.80
C 1.4163 1.3818 5.7236  -0.42
H -3.6273 2.0609 -3.2561  0.43
H 3.6482 0.4943 -2.3675  0.27
C -0.2751 -2.9326 -0.5952  -0.33
O -0.0322 -0.9366 -3.8383  -0.69
H -3.1846 4.1760 -2.0106  0.38
C 3.9230 1.2059 -1.5916  -0.63
C -2.0589 -2.2249 -2.0598  -0.42
N 2.6111 -0.1270 0.9730  -0.57
H 1.0896 1.0649 6.7009  0.39
H 0.7662 -2.8790 -0.3063  0.50
O 2.7363 1.8364 -1.1103  -0.44
C -2.9357 -3.0518 -1.3865  -0.71
C -2.7245 2.1625 -2.6628  -0.09
N -0.5221 2.3649 -1.1782  -0.14
C -2.4952 -3.8285 -0.3095  1.06
C -0.7303 -2.1624 -1.6577  -0.22
C -0.8117 1.2541 -1.9289  0.65
H -3.9710 -3.1132 -1.7002  0.29
H -0.7988 -4.3734 0.8953  0.30
H -1.0966 4.2449 -0.5569  0.34
H 3.4011 0.5541 5.5756  0.36
H 3.5600 1.6325 3.1791  0.42
N -1.9242 1.1093 -2.6483  -0.36
H 4.3922 0.6849 -0.7607  0.31
C 1.4907 -0.2250 1.3019  0.61
N -3.3635 -4.6921 0.3322  -0.55
Te 1.1553 3.4290 1.6832  -0.07
C -1.1510 -3.7634 0.0723  -0.84

Properties
E_HOMO (spin up / spin down)	-0.2810 / -0.2810	hartree
total charge	0
relative energy (zero: lowest compared OMol25 entry of this formula, charge and spin)	22.2	kJ/mol
2S+1	1

---

3.
This record from the OMol25 dataset describes one molecule with the formula C16H15N5O4. The level of theory is the ωB97M-V functional and the def2-TZVPD basis.

Each line ends with the Mulliken charge.
Positions of all 40 atoms, in Å:
O 2.5446 -2.1303 0.0045  -0.63
C 2.4040 -0.5482 -1.8039  -0.71
C -1.7846 3.6896 -3.6541  -0.28
H 0.5243 5.5613 -2.0302  0.34
H 0.7922 -1.2437 4.9805  0.39
C 0.0830 4.6492 -2.5042  -0.15
H 0.1130 -5.2447 0.6515  0.38
N -0.7593 1.1239 4.7348  0.80
H -1.3503 -4.7465 1.3307  0.34
C 0.3735 -2.0625 3.0728  -0.56
O 0.2274 1.3941 5.4395  -0.51
C 0.4663 0.9417 -2.4844  0.35
H 1.1154 -2.8282 3.2559  0.38
C -1.3283 2.3500 -3.4215  -0.50
C -0.0955 2.2952 -2.7098  0.54
N 1.5198 0.6216 -1.6467  -0.16
C -0.2964 -4.5695 1.3852  -1.30
H 2.0314 1.4029 -1.1563  0.32
H -1.5343 -0.8555 0.6094  0.61
H 0.0923 -1.6812 -1.9390  0.31
C 1.9092 -1.7563 -0.9557  0.59
O -1.8875 1.6931 4.9196  -0.51
N 0.6254 -2.1468 -1.1924  0.43
H -1.8354 0.9285 2.4214  0.52
H 0.2319 -4.7570 2.3501  0.31
H 2.4963 -0.8833 -2.8263  0.30
C -0.4451 -2.0570 1.9094  0.85
H -1.9081 1.4027 -3.6265  0.34
C -1.1263 4.7737 -3.1151  -0.40
O 0.2395 0.0388 -3.2916  -0.69
H -1.6519 5.6876 -3.2919  0.36
C -0.5682 0.0608 3.7776  0.35
C -0.1513 -3.1422 0.9792  0.24
H 3.3926 -0.3573 -1.3442  0.39
N -0.2277 -2.9285 -0.3842  -0.98
N 0.6868 3.4303 -2.3687  -0.47
C 0.2513 -1.1091 4.0477  -0.55
H -2.6913 3.8040 -4.2599  0.37
C -1.2668 0.0818 2.5334  -0.54
C -1.2121 -0.8830 1.6031  -0.86

Properties
E_HOMO	-0.2822	hartree
SMILES	C/C(=N/NC(=O)CNC(=O)c1ccccn1)c1ccc([N+](=O)[O-])cc1
total charge	0
relative energy (zero: lowest compared OMol25 entry of this formula, charge and spin)	703.6	kJ/mol
2S+1	1

---

4.
This record from the OMol25 dataset describes one molecule with the formula C16H15NO3S. The level of theory is the ωB97M-V functional and the def2-TZVPD basis.

Each line ends with the Mulliken charge.
Positions of all 36 atoms, in Å:
C 1.6140 0.3860 -1.7120  -0.23
H 4.2743 2.1447 -3.0607  0.24
O -3.3356 1.8685 2.5879  -0.56
C -0.9145 0.0947 0.9367  -0.21
H 2.1905 2.4643 -1.7881  0.36
C 3.1817 -1.0678 -2.9465  -0.61
C -1.7672 0.0115 4.1478  -1.42
C 2.0157 -0.9193 -2.1725  0.51
H -1.0487 1.1524 1.0765  0.60
C -2.5401 -0.3964 2.8789  0.54
H -1.0689 -0.8080 4.3880  0.41
C -3.5233 0.6850 2.3738  0.18
O -4.6764 0.2316 1.7989  -0.47
H -2.4268 0.1735 5.0214  0.38
C -0.3905 1.7899 -1.4128  -1.27
C 3.6293 1.2919 -2.8357  -0.59
N 0.4190 0.6447 -0.9700  0.29
C 2.4473 1.4555 -2.0792  -0.61
C -1.5816 -0.8352 1.7740  0.04
C 0.1443 -1.7219 -0.3003  0.46
H -1.8947 -2.9618 2.1270  0.31
H -0.3451 -3.7252 0.3427  0.38
H -5.3110 0.9587 1.8031  0.36
C -0.1056 -0.3349 -0.1150  0.04
H 5.4304 0.7747 -4.2438  0.28
H -3.1756 -1.2912 3.1459  0.48
S 1.0801 -2.3237 -1.6682  -0.42
H -0.3105 1.9975 -2.4714  0.40
C -0.4918 -2.6644 0.5310  -0.81
H -1.4578 1.6486 -1.2350  0.45
H 3.4114 -2.0750 -3.2748  0.39
H -1.1511 0.9427 4.0174  0.27
C 3.9924 0.0211 -3.2979  0.88
O 5.1145 -0.1152 -4.0527  -0.55
C -1.3492 -2.2110 1.5396  -0.83
H -0.0788 2.7134 -0.8542  0.35

Properties
E_HOMO	-0.2629	hartree
SMILES	C[C@@H](C(=O)O)c1ccc2c(c1)N(C)c1ccc(O)cc1S2
total charge	0
relative energy (zero: lowest compared OMol25 entry of this formula, charge and spin)	119.3	kJ/mol
2S+1	1

---

5.
This record from the OMol25 dataset describes C16H16BeN6O as an isolated structure. The level of theory is the ωB97M-V functional and the def2-TZVPD basis.

Each line ends with the Mulliken charge.
Positions of all 40 atoms, in Å:
N 2.2917 2.2978 -0.2418  -0.26
H 0.8925 4.4298 -0.4069  0.40
C -5.4798 -0.8598 2.8055  -0.79
H -7.3225 -1.1675 1.7400  0.42
H -6.2497 -1.3154 -0.4766  0.40
H 2.8167 1.4394 -0.1726  0.15
N 0.0205 -0.7521 1.8031  0.62
C 2.5817 -1.4122 -0.9326  -0.07
C 0.2318 3.5687 -0.3580  -1.15
Be 0.1752 -0.3193 0.1722  -0.62
C 2.1031 -1.5321 1.3350  0.62
C -5.6541 -1.1546 0.4140  -0.93
H -0.4243 3.6598 0.5083  0.31
O 0.3292 1.2021 -0.2031  -0.14
C -2.3219 -0.9301 -1.0316  -0.05
C -2.0567 -0.7543 1.2962  0.52
C -4.1102 -0.7448 2.7132  -0.36
C -6.2484 -1.0694 1.6577  -0.42
N -1.2495 -0.7346 2.3173  -0.99
N 1.7239 -1.2105 0.0689  0.12
H 2.2397 -1.1499 -1.9265  0.48
C 1.0149 -1.3458 2.3213  -0.25
C 4.2300 -2.2697 0.5639  -0.27
H 4.5018 -2.1144 -1.5679  0.45
H -3.4998 -0.5969 3.5932  0.51
H -5.9632 -0.7934 3.7703  0.44
H 2.8036 3.1648 -0.2925  0.25
H -0.4015 3.5454 -1.2449  0.31
H 5.2096 -2.6892 0.7527  0.46
C -3.4923 -0.8254 1.4628  0.48
H 3.6098 -2.3105 2.6335  0.46
H 1.0179 -1.7855 3.3136  0.48
C 3.8449 -1.9464 -0.7263  -0.67
H -1.9135 -0.9275 -2.0345  0.48
N -3.6236 -1.0908 -0.9155  0.06
H -4.1810 -1.2204 -1.7488  0.27
C 0.9735 2.2827 -0.2611  0.95
N -1.5141 -0.7637 -0.0108  -0.13
C -4.2758 -1.0267 0.3272  0.35
C 3.3429 -2.0594 1.6156  -0.90

Properties
E_HOMO	-0.5354	hartree
total charge	+2
2S+1	1

---

6.
This record from the OMol25 dataset describes C16H16BrN3O4 as an isolated structure. The level of theory is the ωB97M-V functional and the def2-TZVPD basis.

Each line ends with the Mulliken charge.
Positions of all 40 atoms, in Å:
H 3.8152 0.0786 -0.3442  0.59
O -0.2817 3.5312 2.1540  -0.31
C -3.4541 0.0288 0.1732  0.62
C 0.9036 -1.2307 -1.3154  0.57
C 2.2878 -1.3453 -1.0827  0.54
H -0.8589 -3.7481 -2.4684  0.31
C 1.8204 3.8968 2.9953  -1.19
C 3.1160 -2.5551 -0.9191  -1.39
N -1.6994 1.1778 1.3738  -0.62
H -1.7156 -0.8322 1.1909  0.43
C -0.7650 -2.5608 -2.2869  -0.45
H 2.6806 2.0260 -0.2720  0.20
H 0.2257 0.1806 1.8455  0.37
C 0.2761 2.3080 2.2487  0.59
C 2.8919 -0.1386 -0.6726  -1.05
H 4.1185 -2.4239 -0.2555  0.30
Br 0.2054 6.3440 2.0586  -0.17
H 2.5823 4.2865 3.1477  0.74
C 0.5857 1.1662 -1.2368  -1.13
C -3.6713 -1.5195 -0.1379  -0.96
C -1.6774 -2.3672 -0.9996  0.33
H -3.5183 -2.1552 0.6289  0.41
C 2.0248 1.1220 -0.6575  -0.25
C -0.3919 1.0713 1.6499  -0.37
O -0.9840 -2.4409 0.1617  -0.70
C 0.6617 4.4265 2.4266  0.25
N -2.3890 -0.0307 0.9830  0.12
O -4.1471 0.9155 0.1788  -0.48
O 0.5897 -2.4031 -2.0629  -0.28
C 0.1702 -0.0530 -1.4820  0.39
N -2.7822 -1.7678 -1.2851  -0.15
H 2.7109 -3.1840 -0.3141  0.50
H -0.8885 -0.0524 -1.9419  0.01
H -1.1507 -1.9635 -3.1770  0.31
H 1.9887 1.6933 2.8966  0.49
H 0.1121 2.0385 -1.1295  0.65
C 1.4768 2.5621 2.5924  -0.20
H 3.3267 -2.8378 -1.9667  0.27
H -4.8272 -1.5759 -0.4429  0.33
H -3.3684 -1.6678 -2.2550  0.38

Properties
E_HOMO	-0.2988	hartree
total charge	0
relative energy (zero: lowest compared OMol25 entry of this formula, charge and spin)	972.9	kJ/mol
2S+1	1

---

total charge of number 1 (C16H15N5O2)? 0

---

Number 2 is which compound? C16H15N5O3S3TeW

---

Which value of total charge does entry 5 give? +2

---

What is the formula in the second record? C16H15N5O3S3TeW